1.
Here is a cluster of 4 separate species, C20H24F2N2 in total from the OMol25 dataset. Energies are from the ωB97M-V functional and the def2-TZVPD basis.

Output
Structure (SMILES) = Fc1ccccc1.Fc1ccccc1.CCCC#N.CCCC#N
HOMO energy = -9.120 eV
Lowest unoccupied orbital energy = 0.39 eV
HOMO-LUMO gap = 9.51 eV

XYZ file:
```
48
Properties=species:S:1:pos:R:3:forces:R:3
F -2.70805 -1.60870 0.50378 0.14 -1.63 0.18
C -3.19420 -0.39947 0.62752 -0.50 3.11 1.49
C -3.17397 0.41667 -0.49963 0.27 -0.27 0.06
C -3.41951 1.76913 -0.38380 -0.31 0.42 0.48
C -3.78857 2.33221 0.84446 0.91 0.44 -1.36
C -3.86296 1.54542 1.94583 0.75 -1.63 1.02
C -3.51731 0.17481 1.89293 -0.39 -0.15 -1.45
H -2.82032 -0.01700 -1.42334 -0.07 0.00 -0.16
H -3.24728 2.45105 -1.20339 -0.09 -0.19 -0.28
H -3.75148 3.40809 0.93116 -0.54 0.10 0.04
H -3.98241 1.98647 2.92440 -0.30 0.01 0.07
H -3.52967 -0.39675 2.80922 0.15 -0.22 -0.09
F 0.59052 4.89182 -3.53724 0.01 -0.31 -0.20
C 1.89758 5.11983 -3.33350 1.30 1.19 0.15
C 2.35937 5.10956 -1.99341 -1.39 -0.78 -1.57
C 3.64344 5.46658 -1.69557 1.29 0.60 -1.40
C 4.48706 5.84220 -2.77381 -0.28 -0.84 -0.35
C 4.02577 5.78353 -4.10750 1.33 0.22 1.04
C 2.74184 5.49537 -4.41896 -2.52 -0.93 1.44
H 1.69632 4.68849 -1.25215 -0.17 0.28 0.17
H 3.97134 5.42427 -0.66742 0.25 0.09 -0.05
H 5.54969 6.00599 -2.67180 -0.01 0.23 0.48
H 4.67716 5.90385 -4.96052 0.45 0.40 0.25
H 2.40325 5.53709 -5.44366 -0.26 -0.18 0.06
C -2.23840 -6.78194 1.29943 -0.72 0.30 -0.46
C -2.07994 -6.42709 2.75809 0.47 0.42 0.46
C -2.88895 -5.28546 3.46755 -0.09 -1.08 -0.55
C -4.32517 -5.32253 3.18643 0.06 -0.15 0.11
N -5.45512 -5.37184 2.99324 -0.06 0.01 -0.10
H -1.66345 -6.16249 0.61110 0.15 -0.04 0.11
H -3.27734 -6.68968 0.98291 -0.15 -0.06 0.01
H -1.97560 -7.83328 1.18227 0.19 0.13 -0.24
H -1.04198 -6.14649 2.93697 0.15 -0.18 0.11
H -2.24101 -7.36003 3.29826 -0.16 0.21 0.36
H -2.54670 -4.27270 3.25474 0.27 -0.15 0.01
H -2.75078 -5.54568 4.51697 -0.10 0.60 0.16
C 3.70195 0.68760 -0.91817 -1.31 -0.28 0.69
C 3.36110 -0.82993 -0.69522 1.93 1.04 -0.17
C 2.07240 -1.14395 0.12228 1.19 0.72 -0.11
C 2.05833 -0.31195 1.40302 -0.49 -1.31 -1.70
N 2.03409 0.30927 2.36602 0.09 0.09 0.11
H 4.72465 1.05729 -0.84389 0.26 -0.85 -0.20
H 3.22034 1.18513 -0.07638 -0.26 0.60 -0.32
H 3.29177 1.00364 -1.87733 -0.11 0.34 0.21
H 4.24834 -1.22506 -0.20047 -0.25 -0.37 0.41
H 3.42962 -1.26099 -1.69403 -0.77 -0.53 0.17
H 2.08307 -2.21183 0.34047 -0.06 0.12 0.41
H 1.21107 -0.99033 -0.52782 -0.25 0.45 0.49
```
Forces are in eV/Å.

***

2.
Here is a structure of composition C20H24INOP2Y from the OMol25 dataset. Energies are from the ωB97M-V functional and the def2-TZVPD basis.

Output
HOMO energy (alpha / beta) = -9.992 / -9.466 eV
Lowest unoccupied orbital energy (alpha / beta) = -4.26 / -4.08 eV
HOMO-LUMO gap (alpha / beta) = 5.73 / 5.39 eV
Net charge = +1

XYZ file:
```
50
Properties=species:S:1:pos:R:3:forces:R:3
C 3.65587 -0.57555 -1.47942 -0.37 0.62 0.20
C 2.32781 -0.25880 -1.43039 0.50 -0.36 -1.12
C 1.40003 -1.35303 -1.33551 -0.45 -0.21 0.15
C 1.75119 -2.64481 -0.81727 0.66 0.10 1.15
C 3.09994 -2.69093 -0.38944 1.10 -0.26 0.03
C 4.03370 -1.77340 -0.85486 -0.36 -1.70 0.33
C 0.78145 -3.61501 -0.42629 -0.19 2.61 0.98
C -0.52763 -3.11455 -0.64364 -0.95 -0.94 1.07
C -0.81338 -1.84509 -1.20427 0.64 0.43 0.00
C -2.11243 -1.25252 -1.19470 -1.31 0.00 -1.07
C -3.20562 -2.07685 -1.07911 1.12 1.28 -0.16
C -2.95366 -3.29181 -0.45207 0.46 -1.63 0.65
C -1.69237 -3.70907 -0.08761 -0.30 -0.55 -0.22
H 4.40831 0.12736 -1.84430 -0.19 -0.07 0.42
H 3.32022 -3.43836 0.38292 0.52 -0.04 -0.77
H 5.08342 -1.96980 -0.73708 0.27 -0.03 0.39
H 1.01168 -4.36330 0.41999 -0.38 0.74 -2.06
H -4.19883 -1.75000 -1.36320 -0.03 0.01 0.38
H -3.80917 -3.88918 -0.21242 -0.24 -0.34 0.46
H -1.48922 -4.47148 0.64970 -0.55 -0.60 -0.24
N 0.14784 -1.02700 -1.57203 -0.02 1.12 0.33
Y 0.07504 0.55505 3.17773 0.02 -0.72 0.57
C 1.79464 1.14318 -1.41587 0.16 -0.82 -0.92
H 0.90367 1.18368 -2.05795 0.09 0.29 0.41
H 2.54496 1.85361 -1.78418 -0.06 -0.04 0.12
C -2.21654 0.25028 -1.26768 0.43 -0.67 -1.20
H -1.51011 0.62991 -2.04791 -0.49 -0.06 0.86
H -3.24025 0.59684 -1.52959 0.50 -0.28 0.26
P 1.40588 1.55656 0.33050 0.47 0.55 -0.25
P -1.81325 0.93392 0.41158 -0.60 -0.13 -1.53
C -3.35767 0.59842 1.25806 -0.23 -0.09 0.42
H -3.36543 1.18311 2.17905 -0.19 -0.14 0.11
H -4.18575 0.92232 0.61784 0.09 -0.09 0.12
H -3.44768 -0.46380 1.49438 -0.05 0.14 0.06
C -2.01800 2.64661 -0.06631 -0.15 0.85 0.10
H -3.08984 2.83300 -0.21607 0.22 0.03 -0.01
H -1.66432 3.29212 0.72957 -0.02 0.37 -0.11
H -1.49832 2.85968 -1.00729 -0.04 -0.04 0.31
C 3.04945 1.48799 1.10859 0.30 -0.08 0.01
H 3.71248 2.18354 0.57189 0.03 -0.23 0.36
H 2.97037 1.78731 2.16932 0.20 0.02 -0.34
H 3.45760 0.47164 1.04088 -0.03 0.23 0.12
C 1.22562 3.34441 0.12815 0.03 0.59 0.02
H 0.76966 3.78855 1.01604 0.09 0.18 -0.26
H 2.21654 3.78659 -0.04097 -0.23 0.01 0.05
H 0.61091 3.54892 -0.75516 0.04 0.04 0.30
C -0.57812 2.74574 3.06711 -0.79 3.26 0.25
O -0.88914 3.88166 3.00987 0.71 -2.77 0.08
H -0.22790 0.65721 1.27156 -0.82 -0.93 -0.59
I -1.85364 -1.27491 4.27788 0.42 0.36 -0.23
```
Forces are in eV/Å.

***

3.
Here is the molecule C20H24N2O2 from the OMol25 dataset. Energies are from the ωB97M-V functional and the def2-TZVPD basis.

Output
Energy relative to the best compared isomer or geometry (same formula, charge and spin) = 19.30 kJ/mol
Structure (SMILES) = CC(C)[C@@H](NC(=O)c1ccccc1)C(=O)NCCc1ccccc1
HOMO energy = -9.319 eV
Lowest unoccupied orbital energy = 0.81 eV
HOMO-LUMO gap = 10.13 eV

XYZ file:
```
48
Properties=species:S:1:pos:R:3:forces:R:3
C -1.01619 -2.90180 0.31195 0.27 0.00 -0.17
C 0.45669 -2.50934 0.23099 -0.07 0.14 0.20
C 1.21276 -2.99303 1.46444 -0.02 0.07 -0.26
C 0.58447 -0.98345 0.08791 -0.01 -0.24 -0.17
N 1.97112 -0.58653 -0.02398 -0.10 -0.24 -0.15
C 2.44834 0.50549 0.62389 -0.01 -0.14 0.01
O 1.78126 1.13417 1.42581 -0.03 0.21 0.07
C 3.85954 0.86029 0.29922 0.28 0.20 0.04
C 4.80882 -0.09050 -0.06295 -0.14 0.05 0.01
C 6.10745 0.29815 -0.33869 0.12 -0.03 -0.06
C 6.46781 1.63362 -0.26222 0.06 -0.04 0.00
C 5.52971 2.58298 0.10841 0.00 0.04 0.00
C 4.23399 2.19698 0.39558 -0.13 -0.08 0.03
C -0.13359 -0.51066 -1.18315 0.07 0.17 0.56
O 0.24023 -0.85652 -2.28696 0.18 -0.26 -0.28
N -1.16065 0.32989 -0.97034 -0.33 0.25 0.13
C -1.97588 0.86629 -2.03432 -0.11 -0.12 -0.29
C -3.41985 0.34680 -1.95025 0.23 0.16 0.03
C -4.05055 0.75461 -0.64898 -0.07 -0.11 -0.12
C -4.05841 -0.11127 0.43753 -0.02 -0.01 -0.03
C -4.59346 0.28388 1.65134 -0.01 -0.01 0.12
C -5.12667 1.55313 1.79415 -0.03 0.01 0.10
C -5.12428 2.42342 0.71699 -0.02 0.09 0.01
C -4.58789 2.02681 -0.49478 0.00 -0.02 0.02
H -1.54020 -2.61251 -0.59621 -0.16 0.00 -0.07
H -1.49124 -2.41798 1.16360 -0.10 0.06 0.12
H -1.11145 -3.97835 0.43211 -0.06 -0.09 0.02
H 0.89302 -2.96263 -0.66577 -0.01 0.05 0.00
H 2.25734 -2.69579 1.41904 0.10 -0.02 0.06
H 1.16365 -4.07690 1.53642 0.00 -0.11 0.05
H 0.77665 -2.56606 2.36493 -0.05 0.04 0.16
H 0.18790 -0.48173 0.97597 0.00 -0.09 -0.11
H 2.45778 -0.94164 -0.83319 0.04 0.13 0.01
H 4.54591 -1.13778 -0.10494 -0.03 -0.08 0.00
H 6.84266 -0.44425 -0.61293 0.05 -0.05 -0.01
H 7.48191 1.93188 -0.48393 0.08 0.02 -0.01
H 5.81064 3.62347 0.17743 0.01 0.08 0.00
H 3.49084 2.91949 0.69777 -0.06 0.05 0.04
H -1.41982 0.57852 -0.02823 0.18 -0.09 0.01
H -1.51388 0.55303 -2.97305 -0.04 0.13 0.10
H -1.97207 1.95947 -1.97530 0.01 -0.08 -0.07
H -3.98266 0.75914 -2.78898 -0.03 -0.04 -0.03
H -3.41027 -0.74065 -2.04004 -0.01 0.00 -0.06
H -3.65002 -1.10619 0.32823 0.04 -0.10 -0.03
H -4.59535 -0.40115 2.48666 0.00 -0.05 0.07
H -5.54502 1.86237 2.74032 -0.04 0.02 0.07
H -5.54174 3.41407 0.82189 -0.04 0.08 0.01
H -4.58940 2.70876 -1.33341 -0.01 0.08 -0.10
```
Forces are in eV/Å.